ORCA calculation (wB97M-V/def2-TZVPD) on the ion C8H14N with charge +1 in a non-equilibrium geometry.

Structure (XYZ):
```
23
Properties=species:S:1:pos:R:3:forces:R:3:nbo_charge:R:1
C -3.7221 0.9374 0.2814 3.5 -0.3 -3.3 -0.5616
C -3.0268 -0.3002 -0.4325 -2.5 0.0 -1.6 -0.5154
C -1.6037 -0.4195 -0.3138 1.9 -0.7 1.0 0.1834
C -0.4373 -0.7060 -0.0796 -3.6 1.6 -0.3 -0.1617
C 0.9143 -0.5471 0.2247 2.7 1.7 -1.2 0.0938
C 1.6699 -1.8144 0.0676 2.3 1.4 1.0 -0.6213
N 1.2792 0.5379 1.2335 1.9 -1.7 0.7 -0.5380
C 1.5929 0.7599 -0.2227 0.1 -1.0 0.7 0.0083
C 2.9829 0.8250 -0.7553 0.8 -1.9 0.5 -0.6471
H -3.1646 1.0470 1.1479 1.0 1.0 1.7 0.2000
H -4.6810 0.7842 0.5544 -3.2 -0.9 0.5 0.2250
H -3.6590 1.7756 -0.4393 0.0 -0.1 0.9 0.2173
H -3.2791 -0.2525 -1.5652 0.3 -0.3 1.8 0.2563
H -3.4772 -1.2216 -0.0046 0.3 0.4 -0.5 0.2588
H 1.5650 -2.0254 -0.9446 0.3 -0.5 -2.0 0.2503
H 1.1195 -2.5115 0.5364 -1.9 -2.8 1.8 0.2385
H 2.7062 -1.9623 0.4260 -0.4 0.7 -0.3 0.2410
H 1.8658 0.3780 2.0822 0.4 -0.1 -1.5 0.4513
H 0.5012 0.9742 1.5804 -2.7 1.6 0.6 0.4273
H 0.9688 1.4941 -0.6476 -1.1 0.7 -0.1 0.2402
H 3.6305 0.1302 -0.1039 -0.5 1.5 -1.0 0.2319
H 3.3763 1.8588 -0.9087 -0.3 -1.0 0.3 0.2647
H 2.8783 0.2582 -1.7166 0.5 0.8 0.4 0.2570
```
Forces are in eV/Å.

As for the structure (SMILES): CCC#C[C@]1(C)[NH2+][C@H]1C. As for the charge: +1. As for the energy above the lowest of the compared OMol25 structures with the same formula, charge and spin: 204.6 kJ/mol.

ORCA calculation (wB97M-V/def2-TZVPD) on a structure of composition C31H42FeNP2SSb2 in a non-equilibrium geometry.

Structure (XYZ):
```
80
Properties=species:S:1:pos:R:3:forces:R:3:lowdin_spin:R:1
Fe -0.6225 -0.2617 -0.0241 -0.9 -0.3 -0.5 3.5516
C 2.0826 2.1309 1.1545 -0.2 -0.2 0.1 0.2496
Sb 1.6869 -0.0552 1.2581 0.8 0.3 0.1 0.3853
C 1.6633 -2.4437 0.8673 -0.2 -0.3 0.0 0.4793
C 3.8597 -0.3936 1.1248 -0.3 0.0 -0.1 0.0499
C 4.5793 0.5864 0.2713 0.0 -0.1 0.3 0.0018
C 5.4370 1.5174 0.8623 0.0 0.0 0.0 0.0050
C 6.1235 2.4406 0.0964 0.0 0.0 0.0 -0.0023
C 5.9587 2.4393 -1.2840 0.0 0.0 0.0 0.0037
C 5.1086 1.5212 -1.8746 0.0 0.1 -0.1 -0.0020
C 4.4000 0.5913 -1.1130 -0.3 -0.2 -0.3 0.0023
C 3.4513 -0.3565 -1.7824 0.3 0.1 0.2 -0.0062
Sb 1.3324 0.2719 -1.8640 0.7 -0.1 0.1 -0.0304
C 1.8042 2.1040 -2.7897 -0.1 0.2 0.0 0.0001
C 1.0181 -0.9687 -3.5456 -0.2 -0.1 0.0 -0.0008
H 2.7718 2.3088 1.9761 0.0 0.1 0.0 0.0066
H 1.1484 2.6646 1.2722 0.0 0.1 0.0 0.0033
H 2.5635 2.3085 0.1970 0.0 0.1 0.0 0.0146
H 2.2424 -2.8115 1.7092 0.0 0.0 0.0 0.0182
H 2.1582 -2.5554 -0.0917 0.0 0.0 0.0 0.0227
H 0.6325 -2.7779 0.8825 0.0 0.0 0.0 0.0158
H 3.9425 -1.4221 0.7880 0.2 0.0 0.0 -0.0011
H 4.1687 -0.3367 2.1694 0.0 0.0 0.0 0.0071
H 5.5772 1.4977 1.9373 0.0 0.0 0.0 0.0001
H 6.7976 3.1444 0.5655 0.0 0.0 0.0 -0.0002
H 6.5047 3.1418 -1.8996 0.0 0.0 0.0 0.0002
H 5.0126 1.5095 -2.9546 0.0 0.0 0.0 -0.0002
H 3.4835 -1.3594 -1.3574 0.0 0.0 -0.1 -0.0004
H 3.6707 -0.4239 -2.8486 0.1 -0.1 0.0 -0.0014
H 2.7152 1.9167 -3.3531 0.0 0.0 0.0 -0.0006
H 1.9826 2.9114 -2.0823 0.0 0.0 0.0 0.0002
H 0.9906 2.3742 -3.4583 0.0 0.0 0.0 -0.0001
H 1.8269 -0.7017 -4.2239 0.0 0.0 0.0 -0.0010
H 0.0594 -0.7733 -4.0180 0.0 0.0 0.0 0.0000
H 1.0959 -2.0200 -3.2775 0.0 0.0 0.0 0.0001
C -1.3929 3.0213 1.8090 -0.1 0.1 0.0 0.0043
P -1.9996 1.3665 1.3513 0.1 0.0 0.0 0.0344
C -3.6607 1.7650 0.7043 0.0 0.0 0.0 0.0051
C -2.3369 0.5491 2.9455 0.0 0.0 0.0 0.0072
C -2.6251 1.2989 4.0842 0.0 0.0 0.0 0.0017
C -2.8979 0.6762 5.2922 0.0 0.0 0.0 0.0013
C -2.8915 -0.7083 5.3732 0.0 0.0 0.0 0.0007
C -2.6191 -1.4661 4.2449 0.0 0.0 0.0 0.0013
C -2.3404 -0.8539 3.0247 0.0 0.1 0.0 0.0031
P -1.9976 -1.8179 1.5209 0.1 0.2 0.0 0.0407
C -1.5672 -3.4826 2.1157 0.0 -0.1 0.1 0.0122
C -3.6383 -2.1115 0.7689 0.0 0.0 0.0 0.0042
H -2.2064 3.6230 2.2155 0.0 0.0 0.0 0.0009
H -1.0099 3.5299 0.9246 0.0 0.0 0.0 0.0001
H -0.6036 2.9519 2.5560 0.0 0.0 0.0 0.0000
H -4.2738 2.1287 1.5298 0.0 0.0 0.0 0.0013
H -4.1503 0.9049 0.2530 0.0 0.0 0.0 0.0001
H -3.5734 2.5454 -0.0517 0.0 0.0 0.0 0.0001
H -2.6350 2.3808 4.0435 0.0 0.0 0.0 0.0002
H -3.1146 1.2716 6.1691 0.0 0.0 0.0 0.0001
H -3.0995 -1.1998 6.3142 0.0 0.0 0.0 0.0000
H -2.6214 -2.5448 4.3303 0.0 0.0 0.0 0.0002
H -2.4121 -3.9357 2.6353 0.0 0.0 0.0 0.0023
H -0.7112 -3.4459 2.7891 0.0 0.0 0.0 0.0003
H -1.3190 -4.1221 1.2680 0.0 0.0 0.0 0.0005
H -4.3792 -2.3095 1.5437 0.0 0.0 0.0 0.0011
H -3.5778 -2.9779 0.1073 0.0 0.0 0.0 0.0001
H -3.9658 -1.2596 0.1745 0.0 0.0 0.0 0.0003
S -3.2300 1.3405 -3.0598 -0.2 0.1 -0.1 0.0077
C -2.3969 2.7493 -2.5867 0.1 0.1 0.0 0.0015
C -1.2324 2.4631 -1.9392 0.0 -0.1 0.0 0.0046
C -0.9774 1.0578 -1.8262 -0.2 0.0 0.4 0.0116
C -2.0088 0.3430 -2.3963 0.1 -0.5 -0.1 0.0237
C -2.0405 -1.1300 -2.4838 0.0 0.4 0.1 0.0042
C -2.7809 -1.8345 -3.4250 0.0 -0.1 0.0 0.0026
C -2.6635 -3.2116 -3.4703 0.0 0.0 0.0 -0.0028
C -1.8022 -3.8492 -2.5848 0.0 0.0 0.0 0.0039
C -1.1162 -3.0808 -1.6676 0.0 0.1 0.0 0.0029
N -1.2402 -1.7493 -1.6019 0.1 0.1 0.1 0.0429
H -2.8086 3.7217 -2.8133 0.0 0.0 0.0 0.0002
H -0.5608 3.2371 -1.5914 0.0 0.0 0.0 0.0002
H -3.4177 -1.3113 -4.1260 0.0 0.0 0.0 0.0003
H -3.2236 -3.7835 -4.1984 0.0 0.0 0.0 -0.0002
H -1.6677 -4.9215 -2.6016 0.0 0.0 0.0 0.0005
H -0.4400 -3.5377 -0.9544 0.0 0.0 0.0 0.0013
```
Forces are in eV/Å.

As for the charge: +2. The value obtained for the energy is -4085.68394 hartree. Its spin multiplicity is 6. Its expectation value of S² is 8.85.

ORCA calculation (wB97M-V/def2-TZVPD) on a cluster of 2 separate species, C3H10O in total in a non-equilibrium geometry.

Structure (XYZ):
```
14
Properties=species:S:1:pos:R:3:forces:R:3:nbo_charge:R:1
C -1.0376 0.2290 -0.3841 0.0 0.5 -0.6 -0.6029
C 0.0640 -0.7380 -0.0289 0.5 0.0 1.9 -0.3960
C 0.5186 -1.6643 -1.1060 -0.4 -0.4 -1.1 -0.6037
H -1.9840 -0.2670 -0.6576 0.4 0.1 0.1 0.2066
H -0.6924 0.8270 -1.2442 -0.4 0.0 0.2 0.1990
H -1.2288 0.9090 0.4631 -0.1 -0.2 -0.4 0.2001
H -0.2987 -1.3184 0.8412 0.4 0.1 -0.2 0.1929
H 0.9462 -0.1553 0.2992 -0.4 -0.2 0.2 0.1885
H 0.9932 -1.0738 -1.9076 -0.2 -0.4 0.1 0.2001
H -0.3935 -2.1356 -1.5091 0.5 -0.1 -0.2 0.1981
H 1.2169 -2.4592 -0.7941 -0.3 0.5 0.1 0.2159
O 0.9941 2.7587 2.1062 -1.1 -0.4 -0.3 -0.9388
H 0.7228 2.3278 1.2642 0.2 0.4 0.9 0.4700
H 0.1793 2.7603 2.6578 0.9 0.0 -0.6 0.4701
```
Forces are in eV/Å.

As for the structure (SMILES): CCC.O. As for the energy above the lowest of the compared OMol25 structures with the same formula, charge and spin: 8.7 kJ/mol.

ORCA calculation (wB97M-V/def2-TZVPD) on an isolated molecule of CH4O4Si in a non-equilibrium geometry.

Structure (XYZ):
```
10
Properties=species:S:1:pos:R:3:forces:R:3:nbo_charge:R:1
O -0.6180 -2.0707 -0.3475 -1.9 3.4 -3.5 -0.6752
C -0.0722 -0.8970 0.0619 -1.5 -1.8 -1.6 0.9175
O -0.1855 0.0551 -0.8464 0.4 -0.8 0.0 -0.8088
Si 0.1321 1.6391 -0.4016 -0.5 -0.8 0.4 1.1775
O 0.9845 -1.0903 0.8502 5.4 -0.8 -0.4 -0.2829
O -0.1995 -0.5978 1.3715 -3.5 1.4 2.9 -0.2775
H -0.3569 -2.7299 0.2000 1.3 -3.1 2.8 0.4824
H -0.3953 1.7099 0.9519 0.2 0.6 0.3 -0.1738
H -0.8487 2.1327 -1.2967 -0.3 1.3 -0.9 -0.1830
H 1.5596 1.8489 -0.5434 0.3 0.5 -0.1 -0.1761
```
Forces are in eV/Å.

As for the structure (SMILES): OC1(O[SiH3])OO1. As for the energy above the lowest of the compared OMol25 structures with the same formula, charge and spin: 652.2 kJ/mol.

ORCA calculation (wB97M-V/def2-TZVPD) on an isolated molecule of C5H11NO2 in a non-equilibrium geometry.

Structure (XYZ):
```
19
Properties=species:S:1:pos:R:3:forces:R:3:nbo_charge:R:1
C 0.7789 1.2200 0.9971 -0.4 -0.4 0.4 -0.6263
C -0.1119 0.2591 0.1706 -0.3 1.1 -0.2 -0.0505
C 0.2541 -1.2077 0.1997 -0.3 -1.3 -0.8 -0.4358
C 0.8417 -1.6986 -1.1180 0.7 0.2 -0.8 -0.0528
O 2.1939 -1.2716 -1.2679 0.5 -1.3 0.7 -0.7391
N -1.5348 0.4145 0.5432 -0.3 0.3 0.0 -0.6368
C -2.1935 1.5990 0.2614 1.1 -1.1 0.3 0.5396
O -3.3827 1.7374 0.2111 -0.6 0.2 0.0 -0.5825
H 0.1219 1.7341 1.6967 0.2 0.1 0.1 0.2213
H 1.3044 1.9787 0.4219 0.0 -0.1 -0.2 0.2146
H 1.5058 0.6598 1.5789 0.1 0.0 0.0 0.2187
H -0.0688 0.6126 -0.8693 0.3 -0.3 0.0 0.1778
H -0.6359 -1.8278 0.3684 -0.1 0.2 0.0 0.2062
H 0.9517 -1.5574 0.9597 0.1 0.6 0.3 0.2283
H 0.8982 -2.7864 -1.1690 -0.1 0.0 0.4 0.1838
H 0.3109 -1.4163 -2.0376 -0.5 0.2 0.5 0.1666
H 2.3198 -0.4276 -1.6623 -0.4 1.0 -0.5 0.4700
H -2.0929 -0.4354 0.6096 0.1 0.5 -0.1 0.3979
H -1.4609 2.4135 0.1057 -0.2 0.1 -0.1 0.0990
```
Forces are in eV/Å.

As for the structure (SMILES): C[C@@H](CCO)NC=O. As for the energy above the lowest of the compared OMol25 structures with the same formula, charge and spin: 122.4 kJ/mol.

ORCA calculation (wB97M-V/def2-TZVPD) on a structure of composition H23O11 in a non-equilibrium geometry.

Structure (XYZ):
```
34
Properties=species:S:1:pos:R:3:forces:R:3:nbo_charge:R:1
O 1.2595 2.6151 -2.6736 -1.1 1.8 -0.7 -0.9651
H -1.9418 1.2821 -0.5767 -0.1 -4.3 -3.2 0.5174
H 1.3107 -0.4579 -0.3003 0.1 1.2 0.3 0.4874
O -1.4828 -2.0490 -2.2248 0.7 2.1 -0.9 -0.9422
H 0.5383 2.5927 -3.3906 1.8 0.4 1.6 0.4831
H -2.2232 2.7783 -0.6264 0.1 -1.8 1.1 0.5295
O 1.2328 -3.1394 0.9420 2.3 3.3 -4.3 -0.9702
H 1.9677 -2.7380 2.8473 -1.5 -2.3 -2.1 0.4753
H 0.2209 -4.0405 -2.4079 1.6 0.8 0.2 0.5078
O -3.1384 1.5230 -2.7310 0.3 1.4 1.6 -0.9470
H -2.8168 2.1254 -3.3873 0.2 0.9 -0.5 0.4758
H 2.1521 3.6604 1.9717 -3.9 -2.3 2.9 0.5184
O 1.3224 0.3772 0.2351 -2.8 -1.7 1.4 -0.9620
H 1.8281 -3.4789 -2.2352 -2.7 -0.5 -0.1 0.4950
H -2.2497 -2.5461 -1.9898 -1.1 -0.1 0.1 0.4782
O 0.2262 3.0364 0.4512 -1.0 -2.1 -4.9 -0.9222
H 0.2862 3.0509 1.4141 2.0 -0.5 1.0 0.5186
H 1.5123 3.5882 -2.5286 -0.7 -2.1 -0.7 0.4864
O -1.9335 1.9952 -0.0455 -0.5 6.2 2.1 -0.8347
H 1.2673 -3.4726 -0.0311 -0.9 -0.2 2.1 0.5048
O 1.3195 3.0800 2.5241 4.3 1.5 -2.0 -0.9290
H 1.7377 -2.2319 0.5951 -1.7 -3.1 2.3 0.4520
H -1.7388 -1.2054 -2.7007 0.1 -1.9 0.9 0.4650
O -1.8137 -2.0936 2.6127 -0.8 -2.1 -1.5 -0.9416
H 0.7638 3.6943 2.9797 0.1 1.3 1.0 0.4887
H -2.3009 -2.8459 2.1338 0.5 1.8 1.2 0.4694
O 2.3582 -2.1491 3.4197 0.0 3.3 3.2 -0.9414
H -0.9276 -2.4309 2.4299 0.4 0.3 0.2 0.4720
H 1.6111 -1.7116 3.9364 1.6 -1.0 -1.1 0.4653
O 0.8391 -3.3727 -2.0132 1.7 -0.3 0.0 -0.9890
H -3.1772 0.7368 -3.2115 -0.4 -2.3 -1.0 0.4733
H -0.8268 2.4470 0.3262 1.2 0.4 -0.7 0.5081
H 0.9508 2.4580 -0.1291 -2.3 1.4 2.6 0.5872
H 0.5413 0.1609 0.9064 2.6 0.7 -1.8 0.4852
```
Forces are in eV/Å.

As for the charge: +1. As for the energy above the lowest of the compared OMol25 structures with the same formula, charge and spin: 607.9 kJ/mol.

Table of molecular weight (g mol⁻¹), in record order: 124.2; 822.1; 62.1; 108.1; 117.1; 199.2